Record 1
DFT (the ωB97M-V functional and the def2-TZVPD basis) results for a 2-piece molecular cluster, C2H2INO2 overall in a non-equilibrium geometry.

```
8
Properties=species:S:1:pos:R:3:nbo_charge:R:1
C 0.020 0.353 0.178 -0.55
C 0.250 1.486 0.725 -0.15
N -0.065 1.486 3.352 0.55
O 0.106 0.406 3.866 -0.31
O -0.350 2.557 3.719 -0.26
I 0.677 3.397 0.190 0.26
H -0.247 0.262 -0.864 0.22
H -0.204 -0.567 0.620 0.24
```

Values from the calculation:
Multiplicity = 1
LUMO (alpha / beta) = -0.81 / -1.17 eV
HOMO level (alpha / beta) = -0.355 / -0.319 hartree
Energy above the lowest of the compared OMol25 structures with the same formula, charge and spin = 153.3 kcal per mole
Kohn-Sham gap (alpha / beta) = 8.85 / 7.49 eV


Record 2
DFT (the ωB97M-V functional and the def2-TZVPD basis) results for a 3-piece molecular cluster, C2H2INO2S overall in a non-equilibrium geometry.

```
9
Properties=species:S:1:pos:R:3:nbo_charge:R:1
C 2.281 -0.289 0.975 -0.08
C 0.975 1.714 -0.799 0.42
N 1.407 -0.813 0.430 0.22
O 1.364 1.158 -1.733 -0.45
O 0.599 -1.417 -0.180 -0.38
S 0.240 2.424 0.358 0.02
I -4.529 -0.956 -0.874 -0.10
H -5.078 -2.087 0.090 0.10
H 2.741 0.266 1.732 0.25
```

Values from the calculation:
Multiplicity = 1
LUMO = 0.51 eV
HOMO level = -0.366 hartree
Energy above the lowest of the compared OMol25 structures with the same formula, charge and spin = 30.1 kcal per mole
Kohn-Sham gap = 10.47 eV


Record 3
DFT (the ωB97M-V functional and the def2-TZVPD basis) results for C2H2LiLuO2 as an isolated structure in a non-equilibrium geometry.

```
8
Properties=species:S:1:pos:R:3:nbo_charge:R:1
C -0.671 0.348 0.410 0.19
C -0.764 -0.531 -0.667 0.35
O 0.111 -1.453 -0.874 -0.66
O 0.463 0.338 1.224 -0.29
H -1.353 1.185 0.003 0.22
Lu 1.849 -4.728 -1.060 1.10
Li -0.282 -2.762 0.420 0.89
H -1.705 -0.514 -1.249 0.21
```

Values from the calculation:
Multiplicity = 1
LUMO = -10.32 eV
HOMO level = -0.631 hartree
Energy above the lowest of the compared OMol25 structures with the same formula, charge and spin = 135.2 kcal per mole
Kohn-Sham gap = 6.86 eV
Net charge = +2


Record 4
DFT (the ωB97M-V functional and the def2-TZVPD basis) results for a 2-piece molecular cluster, C2H2N2O overall in a non-equilibrium geometry.

```
7
Properties=species:S:1:pos:R:3:nbo_charge:R:1
C -0.080 -1.450 1.109 -0.26
C 0.202 -0.312 1.396 -0.21
N 0.065 1.057 -0.560 -0.10
N -0.077 1.258 -1.645 0.44
O -0.256 1.201 -2.775 -0.33
H -0.036 -2.446 0.778 0.23
H 0.182 0.693 1.697 0.23
```

Values from the calculation:
Multiplicity = 1
LUMO = 1.01 eV
HOMO level = -0.377 hartree
Energy above the lowest of the compared OMol25 structures with the same formula, charge and spin = 104.5 kcal per mole
Kohn-Sham gap = 11.27 eV


Q: energy above the lowest of the compared OMol25 structures with the same formula, charge and spin of number 3 (C2H2LiLuO2)?
A: 135.2 kcal per mole